Density functional theory data (wB97M-V/def2-TZVPD) for one molecule with the formula C4H8BN in a non-equilibrium geometry.

Last column: natural (NBO) charge in e.
Geometry (Å):
B 2.07073 -0.63216 1.34471  0.093
C 0.57065 -0.42724 0.74337  0.197
C -1.19328 1.14971 -1.54262  -0.660
C -0.57807 -0.83301 0.03758  -0.322
C -1.33060 -0.31478 -0.93401  -0.125
N 0.80371 0.28562 1.76921  -0.590
H 3.08142 0.08668 0.83090  -0.066
H -2.16070 1.42731 -1.94295  0.225
H -0.42808 1.00169 -2.36272  0.228
H -0.67608 1.84812 -0.79759  0.220
H 2.44295 -1.70711 1.81551  -0.050
H 0.25973 0.93419 2.22325  0.388
H -0.73084 -1.95097 0.30579  0.250
H -2.13153 -0.86805 -1.49042  0.212

Atoms 1-3, force components in eV/Å:
1.45 1.01 -1.49
1.86 0.31 1.05
2.37 -1.98 1.08

## Properties
Orbital gap   10.0 eV
2S+1   1

---

Density functional theory data (wB97M-V/def2-TZVPD) for C29H32BrIrN5O2 as an isolated structure.

Last column: Mulliken spin population.
Geometry (Å):
Ir -0.94235 0.21684 -0.29684  0.031
C 2.00196 -4.98505 -4.08377  0.004
C 1.69917 -3.91980 -3.10549  0.184
C 2.73374 -3.19194 -2.45764  0.119
C 2.48727 -2.22657 -1.50834  0.072
C 3.70567 -1.70645 -0.88284  0.003
N 3.92294 -1.37112 0.33657  0.023
C 2.99176 -1.42489 1.47862  0.010
C 3.64038 -0.88873 2.74929  0.002
C 2.61705 -0.81163 3.88475  0.000
N 1.47656 0.01809 3.47667  0.000
C 1.12056 1.14516 3.99691  0.000
C 0.04189 1.95864 3.51941  0.000
C -0.30013 3.06414 4.31556  0.001
C -1.35006 3.92112 4.01139  -0.001
C -1.71205 5.08379 4.88835  0.000
C -2.07263 3.61460 2.86908  0.000
C -1.74997 2.53792 2.02232  -0.001
C -2.66093 2.25352 0.95219  0.004
N -2.56569 1.36550 0.02034  -0.003
C -3.80746 1.04087 -0.70301  0.001
C -4.18470 -0.38531 -0.31719  0.000
C -3.45369 -1.41873 -1.13705  -0.010
N -1.94476 -1.32600 -1.10904  0.066
C -1.36153 -2.30962 -1.68587  -0.030
C 0.05903 -2.54828 -1.92331  0.062
C 0.36653 -3.57727 -2.77987  0.085
C 1.11506 -1.80282 -1.26215  0.078
O 0.86770 -0.80866 -0.52567  0.212
C -0.67120 1.70577 2.32206  -0.001
O -0.27762 0.71318 1.50086  0.004
H 3.04223 -5.29987 -4.05489  0.000
H 1.79039 -4.61321 -5.09687  0.049
H 1.34927 -5.84954 -3.94051  0.018
H 3.75796 -3.44832 -2.70830  0.007
H 4.58216 -1.67382 -1.52554  0.000
H 4.87796 -1.08672 0.55132  -0.001
H 2.66927 -2.46307 1.59321  0.001
H 2.13909 -0.81768 1.18943  -0.016
H 4.03730 0.11322 2.56426  0.000
H 4.46699 -1.52520 3.06946  0.000
H 3.06481 -0.36966 4.77255  0.000
H 2.23982 -1.79908 4.15456  0.000
H 0.90886 -0.28452 2.69024  0.000
H 1.67747 1.48578 4.86617  0.000
H 0.27790 3.24650 5.21546  0.000
H -0.89416 5.34141 5.55815  0.000
H -2.58333 4.84246 5.49892  0.000
H -1.94816 5.96342 4.29136  0.000
H -2.92783 4.22990 2.60860  0.000
H -3.58635 2.82518 0.97151  0.000
H -3.64373 1.14114 -1.77596  0.000
H -4.58385 1.75194 -0.42847  0.000
H -5.25171 -0.55584 -0.46701  0.000
H -3.99544 -0.52905 0.74903  0.000
H -3.73170 -1.31699 -2.18834  0.004
H -3.71854 -2.42600 -0.81698  0.003
H -2.00812 -3.10061 -2.06350  0.005
H -0.43301 -4.14592 -3.24259  0.005
Br 2.37389 3.00031 -3.84973  0.000
C 0.76501 2.06511 -3.68007  -0.003
C -0.11722 1.92648 -4.74571  0.001
C -1.28930 1.21863 -4.53690  -0.001
C -1.55075 0.67066 -3.29657  0.005
N -0.70369 0.81565 -2.26331  0.003
C 0.43667 1.50734 -2.45845  0.002
H 0.10535 2.36777 -5.70895  0.000
H -2.01308 1.09381 -5.33090  0.000
H -2.46038 0.11829 -3.12819  -0.001
H 1.08544 1.64382 -1.60279  0.002

Atoms 1-3, force components in eV/Å:
-0.46 0.20 -0.11
0.00 0.01 0.02
-0.01 -0.02 -0.01

## Properties
Total charge   +4
Expectation value of S²   0.7762
Orbital gap (spin up / spin down)   7.0 / 4.7 eV
2S+1   2

---

Density functional theory data (wB97M-V/def2-TZVPD) for C5H12S3 as an isolated structure in a non-equilibrium geometry.

Last column: natural (NBO) charge in e.
Geometry (Å):
C 2.56494 -0.77463 0.96332  -0.875
C 0.58313 -0.18489 -0.70082  -0.592
C -0.35429 0.20532 0.45049  -0.597
C -2.02903 -1.85614 -0.06954  -0.806
C -0.77147 2.69507 -0.69595  -0.762
H 1.64301 -0.84853 2.03575  0.262
H 3.59683 0.07387 1.41963  0.243
H 3.34339 -2.02079 0.56498  0.257
H 0.54254 -1.22345 -0.62332  0.225
H 0.04204 0.20012 -1.60539  0.241
H 0.04033 -0.26949 1.38219  0.225
H -1.81907 -2.55875 0.76219  0.220
H -1.45891 -2.08180 -1.01460  0.214
H -3.06138 -2.09696 -0.42169  0.243
H 0.17897 2.79952 -1.22619  0.216
H -1.44519 3.62915 -0.67488  0.244
H -1.49918 2.06511 -1.35659  0.233
S 2.22048 0.41100 -0.45053  0.258
S -1.90358 -0.09009 0.23045  0.324
S -0.41355 1.92637 1.03052  0.227

Atoms 1-3, force components in eV/Å:
3.93 1.02 2.31
-1.98 2.37 -0.23
6.01 0.98 2.45

## Properties
Orbital gap   8.2 eV
2S+1   1